[1]
C9H16N2O3 | the ωB97M-V functional and the def2-TZVPD basis

```
30
Properties=species:S:1:pos:R:3
C 1.196 -2.338 3.050
C 0.288 -2.199 1.832
N -1.068 -1.883 2.207
C -1.584 -0.803 1.541
O -2.712 -0.379 1.640
N -0.593 -0.320 0.737
C 0.667 -1.001 0.922
C 1.303 -1.447 -0.401
C 1.565 -0.274 -1.352
C 0.365 0.011 -2.259
C 0.423 1.410 -2.867
C 0.158 2.492 -1.853
O -0.108 2.328 -0.690
O 0.246 3.710 -2.397
H 1.147 -1.437 3.657
H 0.885 -3.183 3.659
H 2.224 -2.497 2.733
H 0.323 -3.135 1.253
H -1.657 -2.530 2.698
H -0.613 0.633 0.404
H 1.382 -0.346 1.443
H 0.649 -2.170 -0.892
H 2.242 -1.949 -0.161
H 2.437 -0.492 -1.973
H 1.796 0.612 -0.760
H 0.336 -0.727 -3.062
H -0.556 -0.083 -1.684
H -0.326 1.521 -3.655
H 1.398 1.605 -3.320
H 0.053 4.394 -1.737
```

SMILES = C[C@H]1NC(=O)N[C@@H]1CCCCC(=O)O
Lowest unoccupied orbital energy = 0.7 eV
HOMO = -8.99 eV
Energy = -18717.2126 eV
Energy above the lowest of the compared OMol25 structures with the same formula, charge and spin = 0.0 kcal/mol


[2]
C9H16N2PSYb | the ωB97M-V functional and the def2-TZVPD basis

```
30
Properties=species:S:1:pos:R:3
C -1.718 -1.080 -0.163
C -2.042 -2.112 0.598
C -1.468 -2.492 1.847
C -0.423 -1.735 2.453
C 0.115 -0.656 1.906
Yb 0.078 0.034 -0.033
P -0.581 1.380 -1.892
H -2.199 -0.920 -1.128
H -2.888 -2.732 0.258
H -1.883 -3.344 2.378
H 0.792 0.017 2.447
H -0.135 -2.025 3.477
H -0.694 2.760 -1.616
H -1.863 1.173 -2.443
H 0.120 1.504 -3.107
S 2.319 1.233 0.590
C 3.302 1.925 -0.605
N 4.652 1.958 -0.341
C 5.596 2.420 -1.362
C 4.982 3.656 -2.011
C 3.643 3.286 -2.666
N 2.803 2.527 -1.732
H 5.038 1.726 0.596
H 5.706 1.634 -2.128
H 6.574 2.631 -0.914
H 5.662 4.075 -2.768
H 4.819 4.415 -1.225
H 3.799 2.666 -3.569
H 3.144 4.219 -2.961
H 1.796 2.426 -2.010
```

Lowest unoccupied orbital energy (alpha / beta) = -0.4 / -0.4 eV
HOMO (alpha / beta) = -4.58 / -4.58 eV
Energy = -64217.5878 eV
Energy above the lowest of the compared OMol25 structures with the same formula, charge and spin = 77.6 kcal/mol
Spin multiplicity = 2
Expectation value of S² = 0.757


[3]
C9H16N3O2 | the ωB97M-V functional and the def2-TZVPD basis

```
30
Properties=species:S:1:pos:R:3
C 2.214 2.355 0.121
C -2.341 -0.624 -1.483
C -1.636 0.730 -1.374
C -2.093 -1.394 -0.219
C -0.147 0.641 -1.651
C -0.571 -1.536 0.026
C 0.380 -0.417 -0.562
C 3.643 2.862 0.499
C -0.520 -2.475 2.380
N 0.404 -0.429 1.765
N -0.122 -1.508 1.464
N 0.474 0.350 0.757
O 1.466 2.927 -0.644
O 2.078 1.284 0.778
H -3.506 -0.484 -1.548
H -2.015 -1.184 -2.356
H -1.924 1.493 -1.999
H -1.845 1.170 -0.393
H -2.568 -0.965 0.628
H -2.562 -2.336 -0.328
H -0.042 0.341 -2.669
H 0.433 1.504 -1.414
H -0.318 -2.515 -0.502
H 1.388 -0.624 -0.817
H 4.131 2.428 -0.325
H 4.025 2.536 1.509
H 3.535 4.002 0.492
H 0.262 -2.759 3.033
H -1.377 -2.055 2.973
H -0.845 -3.319 1.858
```

Lowest unoccupied orbital energy (alpha / beta) = -6.3 / -6.3 eV
HOMO (alpha / beta) = -13.85 / -13.85 eV
Energy = -18145.7719 eV
Total charge = +1
Energy above the lowest of the compared OMol25 structures with the same formula, charge and spin = 147.7 kcal/mol


[4]
C9H16N3OP | the ωB97M-V functional and the def2-TZVPD basis

```
30
Properties=species:S:1:pos:R:3
C 2.104 0.693 -1.197
C 2.344 0.558 0.360
C 3.311 -0.577 0.563
C 2.984 1.899 0.722
C 1.129 0.219 1.057
N 0.233 -0.139 1.701
O -0.752 -0.482 2.179
H 3.060 0.584 -1.577
H 1.539 -0.222 -1.336
H 1.444 1.472 -1.460
H 3.354 -0.988 1.600
H 4.340 -0.320 0.338
H 3.284 -1.451 -0.077
H 2.303 2.676 0.345
H 3.851 1.918 0.180
H 3.210 2.054 1.766
C -2.706 -2.811 0.058
C -3.024 -1.429 -0.064
C -4.122 -0.768 0.610
P -3.992 0.919 0.113
N -2.557 0.650 -0.734
C -1.682 1.589 -1.376
N -2.142 -0.614 -0.660
H -2.631 -3.249 -0.929
H -3.577 -3.244 0.514
H -1.896 -3.070 0.740
H -5.070 -1.024 1.083
H -1.772 1.239 -2.485
H -1.947 2.463 -0.899
H -0.619 1.455 -1.136
```

SMILES = CC(C)(C)C#[N+][O-].Cc1cpn(C)n1
Lowest unoccupied orbital energy = 0.7 eV
HOMO = -8.51 eV
Energy = -25394.0286 eV
Energy above the lowest of the compared OMol25 structures with the same formula, charge and spin = 3.0 kcal/mol


[5]
C9H16N4 | the ωB97M-V functional and the def2-TZVPD basis

```
29
Properties=species:S:1:pos:R:3
C 3.280 -1.443 0.675
C 3.007 -0.384 -0.569
C 1.442 0.204 -0.555
C 1.446 1.820 -0.239
C 0.258 2.289 0.825
C -1.228 2.404 0.124
C -1.929 0.883 0.015
N -1.891 0.137 1.237
N -2.396 -1.065 1.140
C -2.881 -1.387 -0.167
C -3.477 -2.950 -0.308
N -2.957 -0.626 -1.378
N -2.453 0.576 -1.281
H 4.207 -2.141 0.424
H 2.357 -2.166 0.836
H 3.527 -0.884 1.678
H 3.795 0.498 -0.550
H 3.126 -0.968 -1.583
H 0.799 -0.352 0.264
H 0.985 -0.022 -1.612
H 1.343 2.455 -1.236
H 2.479 2.143 0.260
H 0.571 3.352 1.258
H 0.309 1.527 1.714
H -1.915 3.092 0.800
H -1.106 2.919 -0.919
H -3.996 -3.203 0.726
H -4.192 -3.073 -1.227
H -2.512 -3.636 -0.355
```

SMILES = CCCCCCc1nnc(C)nn1
Lowest unoccupied orbital energy = -0.7 eV
HOMO = -9.71 eV
Energy = -15546.2383 eV
Energy above the lowest of the compared OMol25 structures with the same formula, charge and spin = 163.1 kcal/mol


[6]
C9H16N4O2 | the ωB97M-V functional and the def2-TZVPD basis

```
31
Properties=species:S:1:pos:R:3
C 1.540 -1.857 -2.828
C 1.022 -1.332 -1.766
N 0.593 -1.031 -0.645
N 0.691 0.332 -0.147
N 1.971 0.830 -0.611
N 2.510 1.957 -0.298
O 3.550 2.268 -0.847
O 1.978 2.718 0.519
C 0.606 0.202 1.423
C 1.577 -0.835 1.977
C -0.818 0.137 2.005
C -1.741 -0.398 0.960
C -1.774 0.523 -0.140
C -0.397 1.196 -0.607
C -0.377 1.352 -2.218
H 2.462 -2.356 -3.063
H 0.799 -1.918 -3.634
H 1.043 1.125 1.598
H 2.408 -1.056 1.246
H 1.111 -1.764 2.160
H 1.901 -0.375 2.890
H -1.123 1.156 2.281
H -0.738 -0.468 2.899
H -1.358 -1.325 0.607
H -2.676 -0.717 1.414
H -2.104 -0.031 -1.111
H -2.422 1.416 0.159
H -0.217 2.153 -0.204
H 0.045 2.332 -2.573
H -1.444 1.234 -2.531
H 0.222 0.521 -2.607
```

SMILES = C=C=N[N@+]1(N=[N+]([O-])[O-])[C@H](C)CCC[C@@H]1C
Lowest unoccupied orbital energy = 0.6 eV
HOMO = -9.11 eV
Energy = -19639.2394 eV
Energy above the lowest of the compared OMol25 structures with the same formula, charge and spin = 214.5 kcal/mol


[7]
C9H16N4O5PdS | the ωB97M-V functional and the def2-TZVPD basis

```
36
Properties=species:S:1:pos:R:3
Pd -0.689 0.316 0.505
O 3.068 -0.146 2.508
C 2.171 -0.218 1.689
O 0.936 -0.210 1.923
C 2.639 -0.199 0.171
C 2.338 1.203 -0.397
C 3.222 1.427 -1.635
C 2.515 0.521 -2.664
C 1.354 -0.039 -1.822
O 1.043 1.067 -0.978
C 1.921 -1.094 -0.853
C 0.825 -2.058 -0.238
O 1.233 -3.071 0.288
O -0.383 -1.721 -0.427
H 3.712 -0.396 0.209
H 2.351 2.010 0.338
H 3.197 2.475 -1.932
H 4.255 1.141 -1.455
H 2.130 1.101 -3.502
H 3.149 -0.273 -3.047
H 0.469 -0.349 -2.383
H 2.621 -1.773 -1.346
N -4.927 0.366 -0.835
C -3.634 0.116 -0.561
N -3.249 -1.124 -0.269
S -2.540 1.396 -0.630
H -5.638 -0.339 -0.732
H -5.211 1.327 -0.925
H -3.898 -1.896 -0.313
H -2.246 -1.343 -0.189
N -2.819 -0.024 3.311
N -1.681 0.604 2.711
H -2.905 0.230 4.300
H -2.696 -1.032 3.259
H -0.795 0.390 3.190
H -1.840 1.614 2.732
```

Lowest unoccupied orbital energy (alpha / beta) = -1.9 / -1.9 eV
HOMO (alpha / beta) = -8.25 / -8.26 eV
Energy = -40104.7500 eV